The molecule C7H14O at a distorted geometry. Source: the Open Molecules 2025 dataset; level of theory: ωB97M-V/def2-TZVPD.

Values from the calculation:
largest force on an atom = 6.0 eV/A
gap between HOMO and LUMO = 6.67 eV
relative energy (zero: lowest compared OMol25 entry of this formula, charge and spin) = 127.5 kcal per mole
DFT total energy = -350.156344 a.u.

Last column: natural (NBO) charge in e.
Geometry (Å):
H  0.2490  -2.2743  -0.6233  0.20
H  1.1503  0.0571  -1.3209  0.20
C  1.3884  -0.4334  -0.4042  -0.44
H  -1.1604  -1.6565  0.6596  0.24
H  0.7365  2.5530  1.2757  0.23
H  -1.5205  1.2630  0.8490  0.25
O  0.6250  -0.0215  1.8134  -0.57
H  1.3925  -2.2532  0.7432  0.24
H  -1.6979  1.7825  -1.4661  0.22
H  2.4369  -0.1071  -0.1667  0.21
H  0.2425  2.0890  -0.3822  0.20
H  -2.2280  -0.6944  1.6098  0.24
C  0.9827  1.9303  0.4158  -0.64
C  -1.8090  -0.8050  0.5765  -0.61
H  -1.6302  0.0330  -1.8109  0.20
H  1.9501  -2.4672  -0.9506  0.22
C  1.2510  -1.9351  -0.2823  -0.62
H  -2.6500  -0.9211  -0.1584  0.20
C  -1.1857  0.8588  -1.2314  -0.27
C  -1.0877  0.4594  0.1412  -0.30
H  2.0097  2.0982  0.1273  0.22
C  0.5545  0.4448  0.5857  0.40